C4H5NOS in the gas phase at a distorted geometry, computed with the ωB97M-V functional and the def2-TZVPD basis.

The calculation puts the LUMO energy at 0.58 eV. The calculation puts the highest occupied orbital energy at -9.265 eV. The calculation puts the energy relative to the best compared isomer or geometry (same formula, charge and spin) at 247.6 kJ/mol. As for the SMILES: N#C[C@@H]1COCS1. The electronic energy comes out at -683.51359 Ha. The net charge is 0. The orbital gap comes out at 9.8 eV.

XYZ file:
```
12
C4H5NOS (the ωB97M-V functional and the def2-TZVPD basis)
N -2.417 -1.231 1.610
C -1.746 -0.951 0.626
C -0.703 -0.737 -0.233
C 0.531 -0.598 0.532
O 1.347 0.157 -0.372
C 0.878 1.397 -0.698
S -0.809 0.781 -1.278
H -0.718 -1.477 -1.075
H 1.073 -1.533 0.818
H 0.404 -0.041 1.454
H 0.755 2.151 0.113
H 1.403 2.080 -1.498
```